*a*
The following is a quantum chemistry calculation of a cluster of 2 separate species, C3H10NO2 in total, from OMol25.

CARTESIAN COORDINATES (ANGSTROEM)
C1 -0.8927 0.4154 -1.6527
O1 -2.1807 0.9681 -1.7345
C2 -0.8788 -0.3946 -0.3606
N1 0.3997 -1.1741 -0.2677
H1 -0.1072 1.1749 -1.6129
H2 -0.7129 -0.2485 -2.5072
H3 -2.1291 1.7401 -2.2775
H4 -0.9243 0.2611 0.5042
H5 -1.6859 -1.1223 -0.3521
H6 1.2407 -0.5962 -0.3139
H7 0.4660 -1.8491 -1.0341
H8 0.4814 -1.7045 0.6006
O2 2.0593 -0.3057 1.7893
C3 1.5150 0.5566 2.4317
H9 0.8704 0.2583 3.2626
H10 1.8014 1.5939 2.2405

Properties
- total charge = +1
- Kohn-Sham gap (eV) = 11.10
- multiplicity = 1
- HOMO level (eV) = -14.55

*b*
The following is a quantum chemistry calculation of a cluster of 2 separate species, C3H10NO2 in total, from OMol25.

CARTESIAN COORDINATES (ANGSTROEM)
C1 -0.1372 -0.8907 1.4141
C2 0.1802 -0.9750 -1.9129
C3 -0.7363 -0.0681 0.3505
N1 -0.6136 -0.0917 -0.9602
O1 1.5780 1.8267 0.8287
O2 -1.5461 0.9090 0.7599
H1 -0.4454 -1.9122 1.2291
H2 0.9220 -0.9066 1.0816
H3 -0.3037 -0.4598 2.2891
H4 0.0205 -1.9903 -1.5230
H5 -0.2822 -0.8094 -2.7830
H6 1.1260 -0.4957 -1.8196
H7 0.8307 2.4405 0.7329
H8 -1.0797 0.6821 -1.4529
H9 2.1847 1.8251 0.0550
H10 -1.6977 0.9163 1.7104

Properties
- total charge = +1
- Kohn-Sham gap (eV) = 11.91
- multiplicity = 1
- HOMO level (eV) = -15.47

Stability summary - winner: *b*; margin: 0.0167 hartree.

*a*
The following is a quantum chemistry calculation of the molecule C17H19N3O, from OMol25.

CARTESIAN COORDINATES (ANGSTROEM)
C1 -0.0867 -2.9924 -1.4542
O1 1.1100 -2.3902 -1.0213
C2 1.2316 -2.2591 0.3785
C3 1.0238 -0.8183 0.9128
N1 1.1699 -0.9429 2.3632
C4 2.0484 0.1857 0.4177
C5 1.8721 1.5192 0.7774
C6 2.7758 2.4867 0.3800
C7 3.8730 2.1344 -0.3876
C8 4.0519 0.8128 -0.7550
C9 3.1477 -0.1576 -0.3559
C10 -0.3660 -0.3469 0.5568
N2 -1.3521 -0.4567 1.4056
C11 -2.4528 0.0612 0.7762
C12 -3.7646 0.1954 1.2153
C13 -4.6715 0.7664 0.3480
C14 -4.2959 1.1979 -0.9258
C15 -2.9984 1.0737 -1.3799
C16 -2.0803 0.4988 -0.5151
N3 -0.7392 0.2185 -0.6328
C17 0.0532 0.4827 -1.8021
H1 -0.0574 -2.9847 -2.5426
H2 -0.9719 -2.4468 -1.1111
H3 -0.1555 -4.0283 -1.1023
H4 0.5129 -2.9054 0.8926
H5 2.2368 -2.5784 0.6695
H6 1.2359 -0.0235 2.7866
H7 0.3321 -1.3786 2.7376
H8 1.0115 1.8046 1.3684
H9 2.6223 3.5164 0.6686
H10 4.5815 2.8874 -0.6994
H11 4.9029 0.5314 -1.3578
H12 3.2945 -1.1779 -0.6695
H13 -4.0497 -0.1379 2.2003
H14 -5.6995 0.8868 0.6566
H15 -5.0405 1.6417 -1.5702
H16 -2.7160 1.4156 -2.3647
H17 0.4789 1.4896 -1.7653
H18 -0.5838 0.3992 -2.6830
H19 0.8603 -0.2430 -1.8756

Properties
- total charge = 0
- Kohn-Sham gap (eV) = 9.21
- multiplicity = 1
- SMILES = COC[C@@](N)(c1ccccc1)c1nc2ccccc2n1C
- HOMO level (eV) = -8.42

*b*
The following is a quantum chemistry calculation of a cluster of 2 separate species, C17H19N3O in total, from OMol25.

CARTESIAN COORDINATES (ANGSTROEM)
N1 -0.0566 1.4451 -2.1927
C1 0.6065 0.7010 -3.1480
N2 0.3649 1.1609 -4.4133
C2 -0.4835 2.2310 -4.2729
C3 -0.9759 3.0001 -5.4373
O1 -0.7101 2.7924 -6.6044
C4 -0.7405 2.3925 -2.8659
H1 1.2447 -0.1450 -2.9135
H2 -1.6486 3.8278 -5.0968
H3 -1.3782 3.1605 -2.4382
C5 1.7669 -4.1274 2.2553
C6 3.2332 -3.8450 1.8868
C7 3.2108 -2.7074 0.8587
N3 1.8857 -2.1059 1.0002
C8 1.5564 -0.9484 0.4594
C9 0.2505 -0.4246 0.5518
C10 0.0156 0.9192 0.7337
C11 -1.2802 1.4887 0.9883
C12 -1.3959 2.7810 1.5669
C13 -2.6427 3.3294 1.8463
C14 -3.8115 2.6139 1.5421
C15 -3.7192 1.3383 0.9694
C16 -2.4723 0.7774 0.6954
C17 0.9610 -2.8949 1.8155
H4 1.3925 -5.0036 1.7188
H5 1.6421 -4.3010 3.3260
H6 3.7776 -3.5035 2.7733
H7 3.7459 -4.7207 1.4865
H8 4.0035 -1.9669 1.0340
H9 3.3443 -3.0982 -0.1637
H10 2.3474 -0.3629 -0.0263
H11 -0.5858 -1.1325 0.5318
H12 0.8756 1.5945 0.7575
H13 -0.4770 3.3204 1.8067
H14 -2.7098 4.3147 2.3088
H15 -4.7894 3.0470 1.7541
H16 -4.6222 0.7732 0.7361
H17 -2.3978 -0.2097 0.2355
H18 0.0675 -3.1759 1.2378
H19 0.6043 -2.3355 2.6963

Properties
- total charge = 0
- Kohn-Sham gap (eV) = 4.44
- multiplicity = 1
- HOMO level (eV) = -6.31

Stability summary - winner: *a*; margin: 0.1375 hartree.

*a*
The following is a quantum chemistry calculation of a cluster of 6 separate species, CH14O6 in total, from OMol25.

CARTESIAN COORDINATES (ANGSTROEM)
C1 0.2939 -1.1323 1.3923
O1 0.5563 -0.1860 0.2585
H1 0.3742 -2.1665 1.0275
H2 1.1413 -0.9127 2.0136
H3 -0.6994 -0.9380 1.7978
H4 0.3518 -0.7920 -0.4663
O2 -2.6424 0.6683 -1.7128
H5 -3.4134 1.2085 -1.8342
H6 -2.2654 0.9994 -0.8894
O3 -1.6182 1.9192 2.0272
H7 -0.7894 1.4382 1.9305
H8 -2.3241 1.2782 2.1697
O4 1.4501 1.4949 2.2884
H9 0.7823 2.1441 2.0791
H10 1.4244 0.9177 1.5037
O5 -1.1722 -2.1957 -2.0647
H11 -1.5019 -1.7277 -2.8296
H12 -1.8879 -2.2728 -1.4194
O6 3.8822 0.4217 -2.5019
H13 3.4990 -0.3462 -2.9066
H14 4.5590 0.1799 -1.8635

Properties
- total charge = 0
- Kohn-Sham gap (eV) = 11.42
- multiplicity = 1
- SMILES = CO.O.O.O.O.O
- HOMO level (eV) = -11.10

*b*
The following is a quantum chemistry calculation of a cluster of 6 separate species, CH14O6 in total, from OMol25.

CARTESIAN COORDINATES (ANGSTROEM)
C1 2.4122 -0.2436 0.8047
O1 1.2201 -0.5760 0.1569
H1 3.1965 -0.4319 0.0251
H2 2.5751 0.8197 1.0285
H3 2.5614 -0.9461 1.5479
H4 0.7650 0.0334 -0.4263
O2 0.5335 -2.9674 -2.0925
H5 1.0963 -3.8408 -2.1000
H6 0.5155 -2.5131 -1.2459
O3 2.1999 -3.3465 0.0837
H7 1.3778 -3.4624 0.5327
H8 2.2575 -2.2984 -0.0991
O4 -4.7845 1.5198 0.2158
H9 -5.3389 0.6201 0.1342
H10 -5.2377 2.1605 0.9158
O5 0.6982 2.6809 -0.9119
H11 0.8615 3.5781 -1.0406
H12 -0.2561 2.7159 -0.5382
O6 -1.8360 2.7593 1.7110
H13 -2.2172 1.9976 1.3629
H14 -0.8792 2.4673 1.7709

Properties
- total charge = 0
- Kohn-Sham gap (eV) = 10.88
- multiplicity = 1
- SMILES = CO.O.O.O.O.O
- HOMO level (eV) = -10.67

Stability summary - winner: *a*; margin: 0.0422 hartree.

*a*
The following is a quantum chemistry calculation of a structure of composition C4H15O4, from OMol25.

CARTESIAN COORDINATES (ANGSTROEM)
C1 -0.5148 -1.4133 0.7175
O1 -1.6332 -0.6808 1.2590
C2 -0.7554 -1.7514 -0.7246
C3 -0.9954 -0.4706 -1.5569
C4 -0.7846 -0.6408 -3.0424
H1 -0.3644 -2.3126 1.3258
H2 0.3716 -0.7724 0.7738
H3 0.1538 -2.2333 -1.1117
H4 -1.5783 -2.4577 -0.8821
H5 -2.0286 -0.1796 -1.3825
H6 -0.3422 0.2912 -1.1336
H7 -1.2461 0.1400 -3.6730
H8 0.2323 -0.7370 -3.4288
H9 -1.3460 -1.4524 -3.5440
H10 -0.1350 1.5043 2.8072
H11 -1.2336 0.1953 1.4638
O2 -0.5047 1.9273 2.0053
H12 3.0839 1.6900 3.3166
H13 2.7877 2.1872 1.9527
O3 3.3494 2.4141 2.7398
H14 1.4119 1.2721 -0.0685
H15 0.4625 1.8364 1.3860
O4 1.6091 1.6441 0.8006

Properties
- total charge = -1
- Kohn-Sham gap (eV) = 8.43
- multiplicity = 1
- HOMO level (eV) = -4.94

*b*
The following is a quantum chemistry calculation of a cluster of 4 separate species, C4H15O4 in total, from OMol25.

CARTESIAN COORDINATES (ANGSTROEM)
C1 0.2848 0.2774 -0.2526
O1 0.6266 -0.9728 -0.7196
H1 -0.0006 0.2234 0.7980
H2 1.1419 0.9370 -0.3879
H3 -0.5885 0.6837 -0.7630
C2 -2.2025 -0.5303 -0.5560
O2 -2.0662 -1.6183 -1.3893
H4 -3.2000 -0.4725 -0.1203
H5 -1.5156 -0.6517 0.2815
H6 -2.0129 0.4107 -1.0724
H7 -2.9708 -1.9082 -1.5280
C3 -0.6105 -2.1576 1.8394
O3 0.4736 -1.4779 1.2724
H8 -1.0334 -2.7779 1.0491
H9 -0.2125 -2.7202 2.6839
H10 -1.4002 -1.5399 2.2673
H11 0.1368 -0.8804 0.6007
C4 2.5110 2.2642 -0.4929
O4 2.8383 3.1212 -1.5630
H12 2.4833 2.7193 0.4971
H13 1.6640 1.6088 -0.6957
H14 3.3372 1.5611 -0.3872
H15 2.3159 3.9010 -1.3615

Properties
- total charge = -1
- Kohn-Sham gap (eV) = 5.47
- multiplicity = 1
- HOMO level (eV) = -2.00

Stability summary - winner: *a*; margin: 0.3271 hartree.

*a*
The following is a quantum chemistry calculation of a cluster of 2 separate species, C11H15NS in total, from OMol25.

CARTESIAN COORDINATES (ANGSTROEM)
C1 0.8543 -0.3226 2.2342
C2 0.7070 -0.8317 0.8441
C3 1.6621 -0.8423 -0.1142
N1 1.1860 -1.4574 -1.2766
C4 -0.0816 -1.9364 -0.9813
C5 -0.9488 -2.7279 -1.7340
C6 -2.1683 -3.0392 -1.1695
C7 -2.5912 -2.4334 0.0313
C8 -1.7015 -1.7659 0.8444
C9 -0.4359 -1.5322 0.3033
H1 0.7382 -1.0616 3.0135
H2 0.2527 0.5676 2.4229
H3 1.8895 0.0096 2.3862
H4 2.6073 -0.3207 -0.1156
H5 1.8048 -2.0633 -1.7798
H6 -0.6343 -3.1339 -2.6856
H7 -2.9039 -3.6266 -1.7022
H8 -3.6219 -2.6267 0.3066
H9 -1.9713 -1.4290 1.8360
C10 0.1322 2.4641 -0.9080
S1 1.2773 3.5292 0.0250
C11 0.2031 4.1611 1.3153
H10 -0.8585 2.9168 -0.8267
H11 0.4294 2.5479 -1.9492
H12 0.1095 1.4677 -0.4776
H13 -0.5920 4.8030 0.9393
H14 0.7589 4.5469 2.1653
H15 -0.3202 3.3436 1.7577

Properties
- total charge = 0
- Kohn-Sham gap (eV) = 8.98
- multiplicity = 1
- SMILES = Cc1c[nH]c2ccccc12.CSC
- HOMO level (eV) = -8.08

*b*
The following is a quantum chemistry calculation of a cluster of 2 separate species, C11H15NS in total, from OMol25.

CARTESIAN COORDINATES (ANGSTROEM)
C1 -2.2668 1.5556 0.1439
C2 2.0174 -0.5159 0.0974
C3 0.6881 1.1902 1.4024
C4 0.7070 1.2149 -1.2012
C5 -0.0425 -1.2604 1.2131
C6 0.0643 -1.1538 -1.2480
C7 1.4598 0.9393 0.0342
C8 0.8258 -1.4946 -0.0429
C9 -0.5759 0.2161 1.3267
C10 -0.5861 0.2575 -1.1614
C11 -1.2611 0.5832 0.0389
N1 -2.9195 2.4893 -0.0465
S1 -3.5635 -1.6290 0.0758
H1 2.6086 -0.7684 -0.7191
H2 2.5369 -0.6306 0.9357
H3 1.1750 0.8236 2.2087
H4 0.3794 2.3388 1.4260
H5 0.2473 2.2443 -1.2279
H6 1.3931 0.8251 -2.0039
H7 -0.8820 -2.0299 1.0951
H8 0.5316 -1.4064 2.0621
H9 0.6711 -1.0654 -2.1351
H10 -0.7845 -1.7905 -1.3490
H11 2.3404 1.5930 0.0522
H12 1.2786 -2.5583 0.0181
H13 -1.2020 0.3671 2.1219
H14 -1.1757 0.5163 -2.1567
H15 -3.6648 -0.8512 -0.9608

Properties
- total charge = 0
- Kohn-Sham gap (eV) = 5.60
- multiplicity = 1
- HOMO level (eV) = -7.93

Stability summary - winner: *a*; margin: 0.1479 hartree.